Formula: C38H53BGeN3O3SScSeSiTe
Source: the OMol25 dataset
Level of theory: ωB97M-V/def2-TZVPD

Atoms and positions in Å:
1 Sc -0.177 0.586 -0.774
2 Te 3.019 -1.173 -1.339
3 C 4.905 -1.347 -0.474
4 C 5.971 -2.070 -0.931
5 C 7.104 -1.968 -0.080
6 C 6.877 -1.160 0.995
7 S 5.284 -0.545 0.995
8 H 5.949 -2.642 -1.848
9 H 8.046 -2.463 -0.265
10 H 7.567 -0.900 1.781
11 C 1.014 2.994 3.409
12 C 0.679 1.519 3.603
13 C -0.094 1.327 4.895
14 O -0.164 1.139 2.493
15 B 0.619 0.550 1.514
16 O 1.890 0.296 2.009
17 C 1.907 0.580 3.431
18 C 1.748 -0.747 4.156
19 C 3.246 1.205 3.777
20 H 0.082 3.555 3.339
21 H 1.571 3.146 2.483
22 H 1.602 3.386 4.241
23 H -0.915 2.042 4.937
24 H 0.551 1.494 5.761
25 H -0.512 0.324 4.960
26 H 0.797 -1.218 3.903
27 H 1.801 -0.627 5.239
28 H 2.550 -1.414 3.839
29 H 3.459 2.067 3.147
30 H 4.037 0.469 3.626
31 H 3.267 1.519 4.823
32 C -4.838 1.592 -0.405
33 Si -3.824 3.144 -0.515
34 C -4.289 4.107 -2.048
35 C -4.063 4.201 1.005
36 Se -1.602 2.690 -0.653
37 H -5.905 1.825 -0.349
38 H -4.563 1.007 0.475
39 H -4.666 0.967 -1.283
40 H -5.325 4.451 -1.987
41 H -4.189 3.476 -2.934
42 H -3.647 4.981 -2.175
43 H -5.097 4.547 1.081
44 H -3.408 5.073 0.981
45 H -3.824 3.625 1.902
46 C 2.470 -3.243 -1.058
47 C 1.980 -3.531 0.323
48 C 0.620 -3.608 0.610
49 C 0.180 -3.855 1.899
50 C 1.106 -4.035 2.921
51 C 2.471 -3.967 2.646
52 C 2.899 -3.712 1.359
53 C 0.658 -4.263 4.270
54 N 0.311 -4.433 5.353
55 H 1.727 -3.445 -1.829
56 H 3.368 -3.813 -1.285
57 H -0.113 -3.472 -0.175
58 H -0.880 -3.906 2.111
59 H 3.186 -4.108 3.446
60 H 3.960 -3.647 1.148
61 Ge -2.268 -0.975 -2.432
62 C -2.157 -2.827 -3.181
63 C -3.171 -3.195 -4.067
64 C -3.235 -4.472 -4.611
65 C -2.262 -5.410 -4.296
66 C -1.231 -5.059 -3.436
67 C -1.189 -3.785 -2.886
68 C -2.927 -1.439 -0.586
69 C -4.291 -1.725 -0.452
70 C -4.868 -1.965 0.784
71 C -4.100 -1.889 1.943
72 C -2.750 -1.601 1.843
73 C -2.178 -1.406 0.588
74 H -0.658 -1.009 -1.825
75 H -3.931 -2.470 -4.346
76 H -4.040 -4.731 -5.287
77 H -2.304 -6.405 -4.721
78 H -0.462 -5.781 -3.187
79 H -0.378 -3.532 -2.214
80 H -4.923 -1.758 -1.336
81 H -5.925 -2.194 0.850
82 H -4.553 -2.055 2.912
83 H -2.133 -1.529 2.731
84 H -1.097 -1.249 0.570
85 C 1.910 3.984 -0.469
86 N 1.607 3.900 -1.892
87 C 1.894 5.094 -2.667
88 C 1.094 2.782 -2.420
89 O 1.210 1.684 -1.780
90 N 0.520 2.803 -3.639
91 C -0.404 3.874 -4.014
92 C 0.266 1.525 -4.298
93 H 2.965 4.231 -0.334
94 H 1.703 3.037 0.017
95 H 1.293 4.757 -0.009
96 H 2.829 5.517 -2.300
97 H 1.113 5.850 -2.569
98 H 2.020 4.837 -3.715
99 H -0.622 4.502 -3.155
100 H -1.344 3.415 -4.317
101 H -0.017 4.475 -4.839
102 H 1.078 0.831 -4.099
103 H 0.215 1.702 -5.372
104 H -0.681 1.089 -3.967

Values from the calculation:
- charge = 0
- energy relative to the best compared isomer or geometry (same formula, charge and spin) (kJ/mol) = 64.1
- multiplicity = 1

These are the Löwdin partial charges, in e, on atoms 1 to 2: atom 1 (Sc): 0.459, atom 2 (Te): 1.343


Formula: C35H38NO2Si
Source: the OMol25 dataset
Level of theory: ωB97M-V/def2-TZVPD

Atoms and positions in Å:
1 C 1.402 -1.179 2.248
2 Si 2.511 -0.019 1.298
3 C 3.649 0.965 2.370
4 C 3.522 -1.010 0.071
5 O 1.485 0.985 0.493
6 C 1.333 2.215 -0.174
7 C 0.737 3.272 0.745
8 C 0.061 2.882 1.897
9 C -0.493 3.860 2.732
10 C -0.238 5.214 2.495
11 C 0.409 5.608 1.318
12 C 0.841 4.635 0.411
13 C 2.674 2.650 -0.763
14 C 3.451 3.622 -0.127
15 C 4.720 3.954 -0.600
16 C 5.335 3.117 -1.526
17 C 4.585 2.093 -2.122
18 C 3.230 1.924 -1.813
19 C 0.272 2.003 -1.268
20 C -1.199 2.426 -1.027
21 C -1.967 1.630 -2.095
22 C -0.959 0.634 -2.689
23 N 0.118 0.663 -1.701
24 H 1.959 -2.061 2.602
25 H 0.992 -0.649 3.120
26 H 0.568 -1.527 1.620
27 H 4.064 0.332 3.166
28 H 4.479 1.357 1.771
29 H 3.120 1.807 2.830
30 H 3.917 -1.896 0.597
31 H 2.914 -1.348 -0.780
32 H 4.375 -0.426 -0.307
33 H -0.049 1.814 2.106
34 H -1.118 3.535 3.567
35 H -0.555 5.958 3.232
36 H 0.565 6.671 1.109
37 H 1.327 4.947 -0.519
38 H 3.085 4.160 0.741
39 H 5.230 4.826 -0.189
40 H 6.381 3.271 -1.801
41 H 5.052 1.403 -2.827
42 H 2.621 1.198 -2.351
43 H 0.564 2.673 -2.098
44 H -1.510 2.152 -0.008
45 H -1.310 3.511 -1.137
46 H -2.821 1.098 -1.675
47 H -2.314 2.318 -2.870
48 H -1.331 -0.389 -2.809
49 H -0.668 1.040 -3.679
50 H 0.962 0.128 -1.906
51 C -0.628 -7.515 -0.846
52 C 0.203 -6.395 -0.677
53 C -0.349 -5.119 -0.585
54 C -1.760 -4.966 -0.615
55 C -2.369 -3.665 -0.637
56 O -3.674 -3.688 -0.272
57 C -4.311 -2.508 0.076
58 C -3.599 -1.287 0.059
59 C -4.226 -0.196 0.724
60 C -5.339 -0.420 1.526
61 C -5.962 -1.682 1.574
62 C -5.505 -2.707 0.759
63 C -2.314 -1.277 -0.535
64 C -1.751 -2.467 -0.969
65 C -2.585 -6.109 -0.592
66 C -2.020 -7.365 -0.755
67 H -0.196 -8.497 -1.050
68 H 1.286 -6.511 -0.660
69 H 0.265 -4.214 -0.515
70 H -3.767 0.791 0.620
71 H -5.715 0.391 2.155
72 H -6.787 -1.859 2.263
73 H -5.989 -3.681 0.725
74 H -1.746 -0.358 -0.603
75 H -0.796 -2.519 -1.483
76 H -3.667 -6.000 -0.519
77 H -2.678 -8.225 -0.846

Values from the calculation:
- charge = +1
- energy relative to the best compared isomer or geometry (same formula, charge and spin) (kJ/mol) = 23.2
- multiplicity = 1

These are the Löwdin partial charges, in e, on atoms 1 to 2: atom 1 (C): -0.152, atom 2 (Si): 0.374


Formula: C16H29N3O4S
Source: the OMol25 dataset
Level of theory: ωB97M-V/def2-TZVPD

Atoms and positions in Å:
1 C -4.966 -1.321 -0.543
2 H -5.710 -0.795 -1.137
3 H -4.063 -1.424 -1.138
4 H -5.350 -2.311 -0.308
5 C -4.662 -0.549 0.735
6 C -4.019 0.793 0.437
7 H -3.921 1.407 1.327
8 H -4.539 1.341 -0.342
9 S -2.320 0.555 -0.175
10 O -1.663 -0.377 0.707
11 O -2.357 0.230 -1.570
12 N -1.730 2.109 0.019
13 C -1.033 2.338 1.268
14 C 0.431 1.911 1.188
15 H 0.461 0.831 1.030
16 H 0.939 2.150 2.124
17 C 1.122 2.623 0.016
18 C 2.603 2.247 0.074
19 O 3.350 2.804 0.861
20 N 3.003 1.265 -0.750
21 H 2.318 0.720 -1.267
22 C 4.283 0.614 -0.592
23 C 4.095 -0.896 -0.416
24 H 5.068 -1.351 -0.226
25 H 3.709 -1.309 -1.348
26 C 3.114 -1.230 0.722
27 N 1.983 -2.026 0.283
28 C 1.149 -1.724 -0.732
29 O 1.290 -0.809 -1.525
30 C 0.001 -2.707 -0.714
31 H -0.850 -2.171 -0.287
32 C 0.488 -3.827 0.202
33 H 0.995 -4.598 -0.381
34 H -0.316 -4.291 0.768
35 C 1.491 -3.110 1.107
36 H 0.999 -2.710 2.003
37 H 2.317 -3.755 1.420
38 H -0.265 -3.029 -1.718
39 H 2.753 -0.300 1.178
40 H 3.618 -1.806 1.500
41 H 4.908 0.802 -1.472
42 H 4.770 1.058 0.281
43 C 0.371 2.296 -1.273
44 H 0.378 1.223 -1.470
45 H 0.821 2.812 -2.123
46 C -1.091 2.721 -1.130
47 H -1.171 3.807 -1.009
48 H -1.662 2.413 -2.005
49 H 1.074 3.704 0.199
50 H -1.109 3.405 1.503
51 H -1.550 1.765 2.038
52 H -5.583 -0.397 1.306
53 H -3.968 -1.122 1.354

Values from the calculation:
- structure (SMILES) = CCCS(=O)(=O)N1CCC(C(=O)NCCCN2CCCC2=O)CC1
- charge = 0
- energy relative to the best compared isomer or geometry (same formula, charge and spin) (kJ/mol) = 15.2
- multiplicity = 1

These are the natural (NBO) partial charges, in e, on atoms 1 to 2: atom 1 (C): -0.613, atom 2 (H): 0.202


Formula: C5H13N2O
Source: the OMol25 dataset
Level of theory: ωB97M-V/def2-TZVPD

Atoms and positions in Å:
1 C -1.651 0.056 0.968
2 O -1.244 0.233 2.352
3 C -0.722 0.914 0.086
4 C -0.238 0.193 -1.185
5 C 0.891 -0.800 -1.019
6 C 1.811 -0.894 -1.983
7 N 0.949 -1.605 0.105
8 N 0.441 1.484 0.830
9 H -1.619 -1.007 0.765
10 H -2.648 0.475 0.858
11 H -1.980 -0.067 2.916
12 H -1.376 1.726 -0.202
13 H 0.102 0.897 -1.928
14 H -1.134 -0.336 -1.546
15 H 2.584 -1.642 -1.913
16 H 1.789 -0.321 -2.887
17 H 1.545 -2.420 0.082
18 H 0.157 -1.692 0.718
19 H 0.255 1.804 1.797
20 H 0.922 2.232 0.242
21 H 1.166 0.771 0.945

Values from the calculation:
- charge = 0
- <S²> = 0.751
- energy relative to the best compared isomer or geometry (same formula, charge and spin) (kJ/mol) = 267.6
- multiplicity = 2

These are the natural (NBO) partial charges, in e, on atoms 1 to 2: atom 1 (C): -0.107, atom 2 (O): -0.769


Formula: C18H16N2O3
Source: the OMol25 dataset
Level of theory: ωB97M-V/def2-TZVPD

Atoms and positions in Å:
1 N 1.867 -0.345 5.334
2 N 1.540 -2.086 3.756
3 O 1.158 -2.339 6.014
4 O 1.701 -1.827 1.558
5 O -1.254 0.953 -1.509
6 C 1.564 -1.604 4.987
7 C 2.164 0.467 4.307
8 C 1.774 -1.273 2.789
9 C -2.809 -1.604 -5.622
10 C -2.004 -2.477 -4.870
11 C -2.862 -0.259 -5.289
12 C -0.742 2.996 1.496
13 C -1.301 2.449 0.361
14 C -1.262 -1.991 -3.758
15 C -2.100 0.221 -4.232
16 C 0.479 2.520 1.981
17 C 0.600 0.975 0.166
18 C -0.648 1.421 -0.321
19 C -1.313 -0.627 -3.389
20 C 2.109 0.061 2.974
21 C 1.192 1.522 1.300
22 C -0.564 -0.095 -2.205
23 C 2.473 0.993 1.843
24 H 1.289 -1.734 6.775
25 H 1.322 -2.692 1.756
26 H 2.498 1.492 4.504
27 H -3.341 -1.934 -6.524
28 H -1.914 -3.528 -5.134
29 H -3.505 0.405 -5.856
30 H -1.331 3.741 2.067
31 H -2.248 2.802 -0.032
32 H -0.581 -2.655 -3.214
33 H -2.144 1.250 -3.931
34 H 0.881 2.957 2.903
35 H 1.130 0.162 -0.289
36 H 0.408 0.300 -2.526
37 H -0.409 -0.919 -1.495
38 H 3.105 0.487 1.098
39 H 3.080 1.813 2.230

Values from the calculation:
- structure (SMILES) = Oc1ncc(Cc2cccc(OCc3ccccc3)c2)c(O)n1
- charge = 0
- energy relative to the best compared isomer or geometry (same formula, charge and spin) (kJ/mol) = 164.7
- multiplicity = 1

These are the natural (NBO) partial charges, in e, on atoms 1 to 2: atom 1 (N): -0.546, atom 2 (N): -0.553


Formula: C24H27N6O2RuSb
Source: the OMol25 dataset
Level of theory: ωB97M-V/def2-TZVPD

Atoms and positions in Å:
1 Ru -0.078 0.131 -0.165
2 C 0.229 1.406 -4.225
3 C 0.040 0.249 -4.998
4 C -0.339 -0.899 -4.368
5 C -0.519 -0.930 -2.957
6 N -0.246 0.195 -2.203
7 C 0.072 1.322 -2.862
8 N -0.994 -2.048 -2.455
9 C -1.260 -2.349 -1.201
10 N -0.734 -1.694 -0.105
11 C -1.275 -2.258 1.035
12 N -1.045 -1.878 2.268
13 C -0.455 -0.788 2.713
14 C -0.317 -0.656 4.121
15 C 0.253 0.463 4.657
16 C 0.705 1.472 3.794
17 C 0.571 1.286 2.439
18 N 0.011 0.204 1.889
19 C -2.128 -3.341 0.660
20 C -2.929 -4.202 1.403
21 C -3.702 -5.112 0.708
22 C -3.704 -5.157 -0.696
23 C -2.917 -4.312 -1.447
24 C -2.114 -3.398 -0.762
25 H 0.488 2.349 -4.676
26 H 0.167 0.280 -6.070
27 H -0.548 -1.816 -4.894
28 H 0.186 2.218 -2.258
29 H -0.685 -1.469 4.725
30 H 0.356 0.576 5.724
31 H 1.148 2.379 4.168
32 H 0.906 2.054 1.746
33 H -2.948 -4.138 2.480
34 H -4.331 -5.802 1.250
35 H -4.355 -5.860 -1.192
36 H -2.926 -4.332 -2.526
37 O -2.276 1.180 0.387
38 N -1.773 2.279 0.217
39 O -0.569 2.306 -0.098
40 C 5.873 -0.453 -0.828
41 C 5.061 -0.166 0.413
42 Sb 2.869 -0.227 0.078
43 C 2.701 -1.642 -1.618
44 C 3.061 -1.130 -2.996
45 C 2.721 1.889 -0.580
46 C 3.486 2.324 -1.811
47 H 6.932 -0.362 -0.591
48 H 5.651 0.247 -1.628
49 H 5.700 -1.463 -1.186
50 H 5.260 0.832 0.799
51 H 5.294 -0.885 1.194
52 H 1.661 -1.977 -1.591
53 H 3.329 -2.489 -1.343
54 H 2.416 -0.308 -3.298
55 H 2.926 -1.935 -3.717
56 H 4.095 -0.804 -3.048
57 H 3.063 2.453 0.290
58 H 1.655 2.093 -0.706
59 H 4.558 2.202 -1.680
60 H 3.292 3.384 -1.982
61 H 3.172 1.776 -2.696

Values from the calculation:
- charge = +1
- <S²> = 1.091
- energy relative to the best compared isomer or geometry (same formula, charge and spin) (kJ/mol) = 28.3
- multiplicity = 2

These are the natural (NBO) partial charges, in e, on atoms 1 to 2: atom 1 (Ru): 0.928, atom 2 (C): -0.253


Formula: C7H13HfO7P
Source: the OMol25 dataset
Level of theory: ωB97M-V/def2-TZVPD

Atoms and positions in Å:
1 O -1.178 2.763 -0.432
2 C -1.555 2.999 0.650
3 O -2.712 2.306 1.041
4 C -2.667 1.856 2.333
5 C -1.356 0.910 2.743
6 C -0.948 -0.149 1.642
7 C 0.659 -0.181 1.517
8 C 1.210 0.011 0.067
9 O 0.647 -0.928 -0.883
10 C 1.306 -1.006 -2.030
11 O 2.016 -0.032 -2.510
12 P 1.247 -2.581 -3.103
13 O 0.886 -3.684 -2.210
14 O 0.213 -2.370 -4.315
15 O 2.719 -2.773 -3.770
16 H -0.962 3.690 1.302
17 H -2.758 2.689 3.109
18 H -3.574 1.203 2.468
19 H -0.534 1.581 3.099
20 H -1.671 0.326 3.645
21 H -1.434 0.068 0.656
22 H -1.300 -1.162 1.949
23 H 1.139 0.618 2.140
24 H 1.026 -1.150 1.952
25 H 2.339 -0.067 0.143
26 H 0.988 1.055 -0.263
27 H -0.520 -3.023 -4.218
28 H 2.616 -3.082 -4.701
29 Hf 4.159 0.111 -2.021

Values from the calculation:
- charge = +4
- E (eV) = -32339.67900
- multiplicity = 1

These are the natural (NBO) partial charges, in e, on atoms 1 to 2: atom 1 (O): -0.240, atom 2 (C): 0.609


Formula: C4H8N3
Source: the OMol25 dataset
Level of theory: ωB97M-V/def2-TZVPD

Atoms and positions in Å:
1 C 0.417 -0.015 0.224
2 C -1.043 1.537 0.327
3 C 2.270 0.047 -0.207
4 C -1.828 -0.793 0.022
5 N 1.213 0.960 0.391
6 N -0.913 0.271 0.246
7 N 1.210 -0.933 -0.426
8 H -2.038 2.066 0.405
9 H -0.043 2.097 0.380
10 H 2.759 0.520 -1.052
11 H 3.031 -0.463 0.415
12 H -1.382 -1.528 -0.740
13 H -1.954 -1.490 0.817
14 H -2.747 -0.367 -0.436
15 H 1.049 -1.910 -0.365

Values from the calculation:
- charge = +1
- energy relative to the best compared isomer or geometry (same formula, charge and spin) (kJ/mol) = 519.1
- multiplicity = 1

These are the natural (NBO) partial charges, in e, on atoms 1 to 2: atom 1 (C): 0.483, atom 2 (C): 0.153


Formula: C3H11N3O2
Source: the OMol25 dataset
Level of theory: ωB97M-V/def2-TZVPD

Atoms and positions in Å:
1 O -1.064 1.182 -1.346
2 C -0.087 1.546 -0.344
3 N -0.401 0.297 0.510
4 C -0.017 -1.093 -0.062
5 N -0.910 -1.985 -0.691
6 C 1.340 1.750 -0.750
7 N 2.123 1.902 0.500
8 H 0.034 0.357 1.424
9 H 0.488 -1.569 0.742
10 H 0.578 -0.689 -0.918
11 H -0.322 -2.754 -0.888
12 H -1.547 -2.350 -0.033
13 H -0.646 2.378 0.123
14 H 1.544 2.418 -1.602
15 H 3.098 1.593 0.417
16 H 2.111 2.834 0.911
17 H -2.764 -3.366 1.669
18 H -1.614 0.555 -0.981
19 O -1.946 -3.005 1.320

Values from the calculation:
- charge = 0
- energy relative to the best compared isomer or geometry (same formula, charge and spin) (kJ/mol) = 1000.9
- multiplicity = 1

These are the natural (NBO) partial charges, in e, on atoms 1 to 2: atom 1 (O): -0.717, atom 2 (C): 0.097


Formula: C4H14O3
Source: the OMol25 dataset
Level of theory: ωB97M-V/def2-TZVPD

Atoms and positions in Å:
1 C -1.623 -0.216 -0.349
2 O -2.605 -0.948 -1.035
3 C -0.953 0.680 -1.238
4 C 0.203 1.510 -0.571
5 C 0.958 2.321 -1.623
6 H -0.935 -0.893 0.241
7 H -2.103 0.444 0.376
8 H -1.952 -1.243 -1.635
9 H -0.625 0.368 -2.124
10 H -1.767 1.420 -1.505
11 H -0.178 2.191 0.249
12 H 0.883 0.746 -0.018
13 H 0.247 3.013 -2.185
14 H 1.752 2.956 -1.229
15 H 1.381 1.587 -2.280
16 H 2.188 -2.307 5.535
17 H 1.148 -3.092 4.886
18 O 1.573 -2.236 4.750
19 H 1.538 -1.832 0.066
20 H 0.153 -2.186 -0.508
21 O 0.717 -2.284 0.197

Values from the calculation:
- charge = +1
- <S²> = 0.755
- energy relative to the best compared isomer or geometry (same formula, charge and spin) (kJ/mol) = 285.7
- multiplicity = 2

These are the natural (NBO) partial charges, in e, on atoms 1 to 2: atom 1 (C): -0.144, atom 2 (O): -0.256